Record 1
{
  "formula": "C31H46N4P2PbSi",
  "method": "the ωB97M-V functional and the def2-TZVPD basis",
  "homo_energy_ha": [-0.2215, -0.2209],
  "fmax_ev_per_a": 8.6,
  "lumo_ev": [-0.3695, -0.5171],
  "orbital_gap_ev": [5.7, 5.5],
  "multiplicity": 1,
  "charge": 0,
  "de_lowest_kcal_mol": 41.3,
  "total_energy_ev": -70545.9180,
  "species": ["Pb", "C", "C", "C", "C", "C", "C", "C", "C", "C", "H", "H", "H", "H", "H", "H", "H", "H", "H", "H", "H", "H", "H", "H", "H", "P", "P", "N", "N", "N", "N", "C", "C", "C", "C", "C", "C", "C", "C", "C", "C", "C", "C", "C", "C", "C", "C", "C", "C", "H", "H", "H", "H", "H", "H", "H", "H", "H", "H", "H", "H", "H", "H", "H", "H", "H", "H", "H", "H", "C", "Si", "C", "C", "C", "H", "H", "H", "H", "H", "H", "H", "H", "H", "H", "H"],
  "positions_angstrom": [[-2.308344, -0.741133, 0.467029], [-3.024495, -2.366583, -3.083992], [-1.970889, -1.746257, -3.625528], [-2.013250, -0.419312, -4.267425], [-2.825989, 0.669650, -3.491326], [-2.890267, 0.571606, -2.003457], [-3.609663, -0.357002, -1.295293], [-4.820836, -1.028409, -1.919143], [-4.452840, -1.849823, -3.170079], [-1.084210, -0.087517, 3.120276], [-2.954438, -3.395965, -2.682632], [-1.078623, -2.316218, -3.848624], [-2.483694, -0.529324, -5.261020], [-0.993800, -0.042479, -4.437682], [-2.332237, 1.632195, -3.702932], [-3.838817, 0.737973, -3.913392], [-2.530426, 1.450961, -1.460709], [-3.896581, -0.325843, -0.175576], [-5.581665, -0.245777, -2.184293], [-5.275255, -1.699372, -1.154600], [-5.130223, -2.740564, -3.202131], [-4.595028, -1.247520, -4.111570], [-0.638909, -1.033740, 3.488205], [-1.815198, 0.378517, 3.830706], [-0.248529, 0.614171, 2.994355], [-0.266493, 1.779246, 0.738365], [2.257769, -0.575688, -0.474294], [-1.993618, 2.408573, 0.777994], [0.377969, 3.390809, 0.772264], [1.231526, -2.037644, -0.717717], [3.475906, -1.137019, -1.632368], [0.005785, 1.352497, -1.035356], [1.390975, 0.766268, -1.440133], [-3.003493, 1.828854, 1.584781], [-4.204639, 2.484664, 1.318561], [-3.971168, 3.391020, 0.260737], [-2.621524, 3.310145, -0.068005], [0.321641, 4.137467, 1.972901], [0.846822, 5.394660, 1.708461], [1.218830, 5.439673, 0.317891], [0.905962, 4.198015, -0.233858], [0.975709, -3.101115, 0.175481], [-0.104441, -3.833970, -0.368843], [-0.309908, -3.350872, -1.687683], [0.442429, -2.219224, -1.839778], [3.465370, -2.009717, -2.724101], [4.750641, -2.500517, -2.920571], [5.593059, -1.924822, -1.916650], [4.800031, -1.095031, -1.133820], [-0.259402, 2.222301, -1.678166], [-0.769924, 0.606596, -1.290560], [1.244566, 0.409580, -2.466338], [2.138027, 1.580635, -1.481935], [-2.764358, 1.208498, 2.423615], [-5.132099, 2.282221, 1.839721], [-4.713142, 4.006279, -0.206507], [-2.049860, 3.808942, -0.822432], [-0.094525, 3.684751, 2.876927], [0.929948, 6.198480, 2.431376], [1.634856, 6.270533, -0.213380], [0.992000, 3.827460, -1.235040], [1.664103, -3.337255, 0.977980], [-0.670847, -4.617499, 0.102962], [-0.929820, -3.804504, -2.446018], [0.506416, -1.501075, -2.644876], [2.579048, -2.239061, -3.267823], [5.073506, -3.207637, -3.653414], [6.638491, -2.092196, -1.748073], [4.992731, -0.523714, -0.236156], [2.812713, 0.739863, 4.964663], [2.728205, -0.907135, 4.080009], [4.451375, -1.472153, 3.606305], [2.030670, -2.296817, 5.176080], [1.876136, -0.583419, 2.468726], [3.052681, 0.561285, 6.020491], [1.874570, 1.308684, 4.922425], [3.605994, 1.375179, 4.545270], [5.007734, -1.790761, 4.490913], [4.413609, -2.303126, 2.895774], [4.975007, -0.633625, 3.139059], [0.955806, -2.178265, 5.384085], [2.185107, -3.302835, 4.739557], [2.567994, -2.279185, 6.144944], [1.636756, 0.381712, 2.052665], [1.624996, -1.381246, 1.763746]],
  "atomic_forces_ev_per_a": [[5.9158, -3.0289, 5.4566], [-0.3887, -0.6404, -0.7656], [-0.7618, -1.3060, -0.4329], [-0.3894, 0.8547, -0.1827], [0.3904, 0.4608, -0.5296], [-1.3937, -0.2317, 1.3395], [-3.5782, 2.9541, -2.5944], [-0.1759, -0.6890, 0.0973], [-0.1077, -0.2843, -0.2854], [-0.3751, -0.0644, -0.0867], [0.2420, 0.7529, -0.2532], [0.1259, 0.0590, 0.5281], [0.2684, 0.1591, 0.1833], [-0.2460, -0.1565, 0.0554], [-0.3243, -0.2369, -0.0831], [0.1575, -0.0345, 0.1825], [0.2558, -0.6152, -0.1476], [-2.0670, 1.5873, -2.4672], [0.6613, -0.5625, 0.3874], [0.2078, 0.4006, -0.5090], [0.4829, 0.7901, -0.2729], [0.0789, -0.6771, 0.9249], [-0.5474, 0.3190, 0.0460], [0.4995, -0.7013, -0.2070], [-0.4257, -0.1596, 0.0357], [-0.7606, 0.8311, 0.2546], [0.1744, -1.5532, -1.0729], [-0.6654, -1.1263, -0.5123], [0.3932, 1.0549, 0.3537], [-0.1648, 0.2941, 0.2766], [1.0429, 0.2669, 0.4445], [-0.3408, 0.1896, -0.7000], [-0.4557, 0.1604, -0.5822], [-0.3752, 1.5534, -0.2995], [0.8593, -0.7100, -0.1753], [0.7910, -0.3029, -0.0565], [-0.2668, -0.3460, 0.9268], [0.6502, 0.1753, -1.2435], [-0.3606, -0.7981, -0.2275], [-0.6643, -1.4341, 0.2810], [-0.0755, 0.8453, 1.4412], [-1.4292, 0.2479, -1.2671], [1.9936, 0.5704, 0.2676], [-0.2942, 0.3053, 0.2599], [0.3303, 0.0514, 0.4127], [1.3931, 0.0650, 0.4100], [-0.7368, 0.9508, 0.9379], [-1.1317, 0.8582, 0.6297], [-0.3793, -0.9075, -1.1415], [0.4375, -0.4540, 0.1849], [0.7058, 0.2423, 0.3047], [0.2767, 0.1727, 0.0068], [-0.0991, -0.4167, 0.0942], [0.2245, -0.1719, -0.0028], [0.1199, 0.1228, -0.1172], [-0.0356, 0.2438, -0.1894], [0.1155, 0.3121, -0.1876], [0.2616, 0.2471, -0.4233], [0.0177, -0.1711, -0.1823], [0.1376, 0.1900, -0.1017], [0.1487, 0.0331, -0.1751], [-0.5028, 0.3499, 0.1760], [0.3780, -0.3449, 0.0301], [-0.0846, 0.1385, 0.3050], [-0.0917, -0.2378, 0.0811], [-0.3664, -0.0351, -0.0973], [-0.0859, -0.1745, -0.3586], [0.1976, -0.0878, -0.0828], [0.1431, -0.0883, -0.1556], [0.1025, 0.1030, 0.3906], [-0.1290, -0.0712, -0.3161], [0.0931, 0.1229, 0.1327], [-0.1519, 0.0332, 0.0384], [-0.0164, -0.8681, 0.0599], [-0.0084, 0.1873, -0.0867], [0.1311, -0.2464, -0.0116], [-0.1657, -0.1806, 0.0464], [0.1184, -0.0182, -0.0618], [0.0253, 0.0553, 0.0635], [0.1007, -0.1281, -0.0182], [0.3257, -0.0159, -0.0533], [-0.0496, 0.5092, 0.0899], [-0.2153, 0.0093, -0.4077], [0.0337, 0.2185, 0.2778], [-0.1244, 0.2284, 0.7098]]
}

=====

Record 2
{
  "formula": "C31H46O2",
  "method": "the ωB97M-V functional and the def2-TZVPD basis",
  "homo_energy_ha": -0.3287,
  "fmax_ev_per_a": 0.6,
  "lumo_ev": -1.2305,
  "orbital_gap_ev": 7.7,
  "multiplicity": 1,
  "charge": 0,
  "de_lowest_kcal_mol": 3.4,
  "total_energy_ev": -36989.6197,
  "smiles": "CC1=C(C/C=C(\\C)CCC[C@H](C)CCC[C@H](C)CCCC(C)C)C(=O)c2ccccc2C1=O",
  "species": ["C", "C", "C", "C", "C", "C", "C", "C", "C", "C", "C", "C", "C", "C", "C", "C", "C", "C", "C", "C", "C", "C", "C", "C", "O", "C", "C", "C", "C", "C", "C", "C", "O", "H", "H", "H", "H", "H", "H", "H", "H", "H", "H", "H", "H", "H", "H", "H", "H", "H", "H", "H", "H", "H", "H", "H", "H", "H", "H", "H", "H", "H", "H", "H", "H", "H", "H", "H", "H", "H", "H", "H", "H", "H", "H", "H", "H", "H", "H"],
  "positions_angstrom": [[-1.639941, -2.380216, 1.980808], [-0.259702, -1.972710, 1.581942], [0.346195, -0.877468, 2.091042], [-0.351974, 0.050801, 3.046328], [-1.376011, 0.839250, 2.280213], [-2.672082, 0.986407, 2.533093], [-3.404205, 0.429060, 3.714493], [-3.533527, 1.724827, 1.538446], [-3.968452, 0.761212, 0.424175], [-4.538955, 1.493578, -0.788208], [-4.760912, 0.607299, -2.025995], [-5.970081, -0.308286, -1.835793], [-3.537121, -0.238344, -2.406355], [-2.246338, 0.561566, -2.576908], [-1.037880, -0.356420, -2.752879], [0.300763, 0.388210, -2.858631], [1.385969, -0.587505, -3.310752], [0.667048, 1.052634, -1.526166], [1.965931, 1.857180, -1.564024], [2.099623, 2.756522, -0.335362], [3.357818, 3.631574, -0.343172], [4.619033, 2.803477, -0.111756], [3.246036, 4.705338, 0.737907], [1.720000, -0.489808, 1.709408], [2.273240, 0.479311, 2.200743], [2.394348, -1.332259, 0.699020], [3.671081, -0.989032, 0.266527], [4.318797, -1.756313, -0.685672], [3.697996, -2.878736, -1.211561], [2.427842, -3.229230, -0.787180], [1.765798, -2.461535, 0.166079], [0.403268, -2.847365, 0.588590], [-0.150513, -3.832032, 0.131764], [-1.680091, -2.595028, 3.048306], [-1.927950, -3.272342, 1.429784], [-2.348020, -1.579319, 1.777347], [-0.807351, -0.512434, 3.860367], [0.393388, 0.734611, 3.461997], [-0.969442, 1.314822, 1.395683], [-3.773943, 1.247962, 4.331780], [-4.267007, -0.147563, 3.382628], [-2.778123, -0.205677, 4.333554], [-4.409702, 2.152622, 2.027461], [-2.961957, 2.541172, 1.091911], [-4.704819, 0.057797, 0.816337], [-3.089205, 0.192953, 0.121228], [-5.492069, 1.954349, -0.517212], [-3.860245, 2.305988, -1.057390], [-4.978316, 1.282631, -2.862626], [-5.792808, -1.017270, -1.030794], [-6.165983, -0.872179, -2.745078], [-6.858404, 0.271992, -1.596114], [-3.383327, -1.008499, -1.647621], [-3.757917, -0.757622, -3.342254], [-2.335015, 1.221507, -3.443043], [-2.090696, 1.186303, -1.699781], [-1.180876, -0.953456, -3.656794], [-0.986474, -1.051415, -1.909743], [0.201610, 1.172593, -3.618330], [1.528747, -1.366000, -2.564418], [2.333186, -0.077917, -3.463985], [1.101764, -1.060535, -4.248364], [-0.139300, 1.731557, -1.241540], [0.739958, 0.284383, -0.751693], [1.977651, 2.478302, -2.463847], [2.814791, 1.174974, -1.613377], [1.224045, 3.410160, -0.289603], [2.102336, 2.146191, 0.569517], [3.434498, 4.124913, -1.319731], [4.554458, 2.296385, 0.848581], [4.751045, 2.060756, -0.894693], [5.498007, 3.444918, -0.102155], [4.135140, 5.332139, 0.750803], [2.381325, 5.341979, 0.563180], [3.138129, 4.239757, 1.715097], [4.138450, -0.112783, 0.689145], [5.308359, -1.479612, -1.017840], [4.201659, -3.478583, -1.954688], [1.924336, -4.097280, -1.186629]],
  "atomic_forces_ev_per_a": [[-0.0359, -0.1134, -0.0545], [-0.1544, 0.3483, 0.3666], [-0.3916, -0.2539, 0.1418], [-0.0400, 0.0877, 0.0289], [-0.0019, 0.0574, 0.2198], [-0.0405, 0.2470, 0.0456], [0.2167, -0.0523, -0.0598], [0.1464, -0.2933, -0.1743], [-0.1271, 0.3983, -0.1237], [0.0504, -0.2125, -0.1098], [-0.0892, -0.1374, 0.0629], [0.1451, 0.2288, -0.1226], [-0.0171, 0.4730, -0.0388], [-0.0216, -0.4850, 0.0723], [0.0475, 0.4923, -0.1544], [-0.0398, -0.3602, 0.1993], [-0.1356, 0.2937, -0.0230], [0.1122, 0.1800, -0.4292], [-0.2567, -0.0094, 0.3549], [0.2510, 0.0866, -0.3882], [-0.1017, -0.0324, 0.2786], [-0.1601, 0.1674, -0.2019], [0.0434, -0.0783, -0.2970], [0.2208, 0.0668, 0.0120], [-0.1667, -0.2936, -0.1039], [0.3396, -0.2561, -0.3664], [-0.1045, 0.0473, 0.0805], [-0.0082, 0.0269, 0.0172], [-0.0644, -0.0309, 0.0208], [-0.1017, -0.0140, 0.1008], [0.5342, 0.0346, -0.2485], [0.0295, -0.2169, -0.1804], [0.1803, 0.3185, 0.1405], [-0.0452, -0.0025, 0.0970], [-0.0534, 0.0268, 0.0643], [-0.0766, 0.0517, 0.0091], [0.0233, -0.0153, 0.0294], [-0.0843, -0.1381, 0.0498], [-0.0132, 0.1450, -0.1951], [-0.0724, 0.0261, 0.0642], [-0.1210, -0.0682, 0.0185], [-0.0072, -0.0818, 0.0969], [-0.0322, 0.1014, 0.0131], [-0.0155, 0.0483, -0.0054], [0.0248, -0.1612, 0.0164], [0.0417, -0.0826, 0.0196], [-0.0239, 0.1032, -0.0145], [0.0120, 0.0726, 0.0516], [0.0135, -0.0263, 0.0054], [-0.0135, -0.1251, 0.1150], [-0.0585, -0.1099, -0.0684], [-0.1408, 0.0133, 0.0411], [-0.0006, -0.1074, 0.0327], [-0.0105, -0.1074, 0.0001], [0.0097, 0.1176, -0.0100], [-0.0088, 0.1362, 0.0549], [-0.0121, -0.1151, -0.0101], [0.0041, -0.1227, 0.0556], [-0.0171, 0.0397, 0.0012], [0.0488, -0.1117, 0.1006], [0.1720, -0.0103, -0.0186], [0.0043, -0.0889, -0.1026], [-0.0529, 0.0072, 0.1147], [-0.0810, -0.0747, 0.0740], [0.0638, 0.0052, -0.0960], [0.0920, -0.0103, -0.0999], [-0.0858, 0.0069, 0.0405], [-0.0468, 0.0262, 0.0813], [-0.0175, -0.0107, 0.0092], [0.0141, -0.1049, 0.1535], [0.0805, -0.1426, -0.0555], [0.1309, 0.0158, 0.0072], [0.0856, 0.1008, 0.0657], [-0.0960, 0.0865, 0.0325], [-0.0148, -0.0389, 0.1678], [0.0378, 0.0781, 0.0329], [0.0811, 0.0309, -0.0218], [0.0382, -0.0500, -0.0614], [-0.0347, -0.0480, -0.0227]]
}

=====

> Which value of charge does entry 1 give?

0

=====

> Look up the charge of the first one.

0